Density functional theory data (wB97M-V/def2-TZVPD) for a molecular structure, C8H12As2CaF15N2O11.

Atoms and positions in Å:
1 Ca 0.5904 0.6957 -0.5028
2 As 0.6145 -2.9111 -2.2371
3 F 0.6047 -1.9103 -3.6424
4 F 0.5710 -4.3701 -3.2520
5 F 0.6940 -3.9109 -0.7951
6 F 0.5932 -1.3770 -1.2194
7 F -1.1347 -2.9214 -2.1653
8 F 2.3623 -2.9074 -2.2662
9 As -3.3573 1.5251 -0.5768
10 F -1.7133 0.8465 -0.4319
11 F -3.1498 2.5439 0.8314
12 F -5.0061 2.1971 -0.7027
13 F -3.6514 0.6401 -2.0558
14 F -3.9428 0.2476 0.4234
15 F -2.6732 2.8222 -1.4985
16 C 1.6163 3.4354 0.1903
17 O 1.8945 2.1885 0.8147
18 O 0.5561 3.1134 -0.5732
19 C 1.3258 4.5384 1.2699
20 F 2.4671 5.2365 1.5583
21 F 0.5165 5.4887 0.7655
22 F 0.7804 4.1672 2.4481
23 C 3.1636 2.0283 1.4327
24 C 3.2201 0.6268 1.9991
25 H 4.2078 0.5485 2.4691
26 H 2.5872 0.5310 2.8889
27 H 3.0342 -0.0988 1.2114
28 H 3.5515 2.7319 2.1729
29 H 3.8517 1.9129 0.5822
30 H 2.4665 3.7735 -0.4253
31 N 3.6182 -0.0054 -2.2949
32 O 4.6358 -0.6400 -1.8880
33 O 2.7730 0.4114 -1.4549
34 O 3.4056 0.0564 -3.5012
35 N -0.0609 1.5943 -3.7784
36 O -0.5080 2.7534 -3.8597
37 O 0.5962 1.1360 -4.7324
38 O -0.2847 0.8983 -2.7497
39 C -2.5786 -4.4555 2.4156
40 C -2.5401 -3.2165 1.5073
41 C -3.1427 -1.9795 2.1953
42 O -2.1963 -1.0000 1.8797
43 C -1.0756 -1.5201 1.4201
44 O -0.0682 -0.9399 1.1739
45 O -1.2267 -2.8598 1.1614
46 H -1.6522 -4.9895 2.1864
47 H -3.3986 -5.1588 2.2915
48 H -2.4828 -4.1443 3.4582
49 H -3.1561 -3.4378 0.6320
50 H -3.1173 -2.1567 3.2777
51 H -4.1809 -1.7783 1.9466

Results
Total charge = -3
Kohn-Sham gap = 0.187 Eh
Energy above the lowest of the compared OMol25 structures with the same formula, charge and spin = 0.0 kJ/mol